# C55H56ClN4O7TaTe

A structure of composition C55H56ClN4O7TaTe at a distorted geometry (ωB97M-V/def2-TZVPD, OMol25).

Values from the calculation:
expectation value of S²	0.756
HOMO energy (spin up / spin down)	-10.44 / -10.77	eV
max |F|	1.5	eV/A
charge	+1
multiplicity	2

Last column: Löwdin spin population.
Element x y z (Å)
Ta (-0.76923, -1.05872, 1.10589)  0.022
C (0.66731, -4.38700, -0.76218)  0.000
C (-0.71642, -4.73717, -0.30741)  0.000
C (-1.45680, -5.71392, -0.97160)  0.000
C (-2.66339, -6.15451, -0.45985)  0.000
C (-3.11572, -5.65915, 0.75206)  0.000
C (-2.40807, -4.68014, 1.44101)  0.000
C (-2.83027, -4.29536, 2.82853)  0.000
C (-1.24507, -4.16753, 0.85453)  0.000
N (-0.56372, -3.09354, 1.52887)  0.004
C (0.12268, -3.53185, 2.63761)  0.001
O (0.46362, -4.66913, 2.87856)  0.004
C (0.34290, -2.41666, 3.60462)  0.000
C (0.96029, -2.57172, 4.83101)  0.000
C (1.01020, -1.47611, 5.68037)  0.000
C (0.41952, -0.28224, 5.28930)  0.000
C (-0.16471, -0.22065, 4.03795)  0.000
N (-0.19001, -1.26404, 3.20723)  0.000
C (-0.89518, 0.96207, 3.50669)  0.000
O (-1.16880, 1.91196, 4.21879)  0.000
N (-1.22735, 0.79536, 2.19666)  0.000
C (-2.08165, 1.87694, 1.76257)  0.000
C (-3.46946, 1.79067, 1.94656)  0.000
C (-4.07037, 0.87511, 2.97209)  0.000
C (-4.27885, 2.72540, 1.31558)  0.000
C (-3.72840, 3.78236, 0.60494)  0.000
C (-2.35966, 3.97006, 0.61952)  0.000
C (-1.51479, 3.04354, 1.23005)  0.000
C (-0.06713, 3.37848, 1.45896)  0.002
H (0.81962, -4.64201, -1.80929)  0.000
H (1.40460, -4.93071, -0.16986)  0.000
H (0.87830, -3.33026, -0.62104)  0.000
H (-1.05908, -6.14699, -1.87917)  0.000
H (-3.22820, -6.91432, -0.97874)  0.000
H (-4.02339, -6.05284, 1.19006)  0.000
H (-3.87874, -4.53792, 2.99144)  0.000
H (-2.67599, -3.23753, 3.03255)  0.000
H (-2.24516, -4.86407, 3.55432)  0.000
H (1.37524, -3.53565, 5.08150)  0.000
H (1.48737, -1.55658, 6.64698)  0.000
H (0.38048, 0.59565, 5.91796)  0.000
H (-4.03303, 1.39263, 3.93411)  0.000
H (-3.53518, -0.06287, 3.08740)  0.000
H (-5.11429, 0.66454, 2.74976)  0.000
H (-5.35018, 2.64673, 1.42646)  0.000
H (-4.37016, 4.49986, 0.11461)  0.000
H (-1.92922, 4.86675, 0.19596)  0.000
H (0.07726, 4.44925, 1.32347)  0.000
H (0.62330, 2.86851, 0.78759)  0.003
H (0.21820, 3.12797, 2.47936)  0.000
O (-1.19109, 0.47868, -0.38068)  0.016
H (-2.03372, 0.22498, -0.83204)  0.000
H (-1.40788, 1.34567, 0.03429)  0.001
O (-1.17333, -1.88132, -0.90836)  0.000
H (-1.22889, -2.85808, -0.91050)  0.000
H (-2.10660, -1.57095, -1.09345)  0.000
C (0.36493, 4.39697, -6.62221)  0.004
C (0.64600, 3.54826, -5.42090)  0.023
C (0.82416, 2.17310, -5.53515)  0.000
C (1.08605, 1.37390, -4.43168)  0.028
C (1.25195, -0.10626, -4.65657)  0.009
C (1.19447, 1.98555, -3.17148)  0.050
Te (1.84628, 0.67829, -1.65964)  0.496
N (1.01260, -0.81813, 0.38024)  0.140
C (2.13520, -1.53708, 0.76537)  0.005
O (2.30002, -1.90927, 1.92251)  0.015
C (3.22818, -1.89489, -0.21349)  0.005
C (3.01419, -2.25145, -1.54037)  0.010
C (4.07691, -2.64364, -2.34216)  0.003
C (5.36386, -2.65649, -1.83050)  0.000
C (5.58977, -2.28530, -0.51208)  0.002
C (4.52698, -1.91841, 0.29481)  0.000
C (3.37348, 1.94056, -0.89334)  0.037
C (4.16730, 2.54066, -1.87354)  0.018
C (4.09885, 2.25002, -3.34583)  0.017
C (5.12335, 3.46966, -1.47659)  0.000
C (5.34663, 3.77717, -0.14597)  0.011
C (6.35809, 4.80592, 0.25898)  0.002
C (4.60992, 3.08894, 0.80658)  -0.003
C (3.63132, 2.16012, 0.47016)  0.011
C (2.99955, 1.42317, 1.61686)  0.002
C (0.98212, 3.35676, -3.02158)  0.020
C (1.04572, 4.06153, -1.69939)  0.008
C (0.71873, 4.11365, -4.15689)  -0.004
H (0.38123, 3.80955, -7.53672)  0.000
H (1.10250, 5.19309, -6.71689)  0.001
H (-0.61361, 4.86936, -6.54161)  0.001
H (0.75429, 1.70958, -6.51015)  0.000
H (0.94940, -0.36000, -5.67030)  0.000
H (0.63935, -0.70371, -3.97577)  0.001
H (2.28919, -0.43139, -4.53021)  0.003
H (2.01407, -2.23410, -1.95748)  0.000
H (3.89772, -2.93664, -3.36770)  0.000
H (6.19147, -2.95925, -2.45683)  0.000
H (6.59170, -2.29425, -0.10965)  0.000
H (4.68952, -1.65162, 1.32761)  0.000
H (3.61683, 1.30119, -3.59204)  0.011
H (5.11270, 2.19999, -3.73831)  0.001
H (3.56443, 3.03355, -3.88266)  0.000
H (5.72016, 3.94812, -2.24047)  0.000
H (7.04066, 5.03405, -0.55575)  0.000
H (6.94260, 4.46621, 1.11253)  0.000
H (5.86471, 5.73378, 0.54978)  0.001
H (4.80684, 3.26451, 1.85536)  0.000
H (3.03385, 2.04555, 2.51173)  0.000
H (3.55272, 0.51079, 1.83058)  0.000
H (1.96725, 1.13687, 1.43766)  0.001
H (1.13489, 3.35607, -0.87235)  0.007
H (0.14380, 4.65392, -1.53955)  0.001
H (1.90347, 4.73202, -1.64790)  0.000
H (0.56402, 5.17994, -4.04293)  -0.001
Cl (-9.45743, -1.93367, 1.95075)  0.000
C (-7.80168, -1.75505, 1.48578)  0.000
C (-7.50227, -1.19941, 0.24958)  0.000
C (-6.17680, -1.05225, -0.11404)  0.000
C (-5.16191, -1.45267, 0.75472)  0.000
C (-5.48386, -2.01068, 1.98911)  0.000
C (-6.80561, -2.16839, 2.35902)  0.000
C (-3.75575, -1.22931, 0.34639)  0.000
O (-3.50479, -0.78494, -0.79588)  0.000
O (-2.82021, -1.49782, 1.19694)  0.004
H (-8.29829, -0.89141, -0.40938)  0.000
H (-5.91636, -0.62170, -1.06849)  0.000
H (-4.69776, -2.30820, 2.66231)  0.000
H (-7.07134, -2.59667, 3.31339)  0.000

# C11H16N

The ion C11H16N with charge +1 at a distorted geometry (ωB97M-V/def2-TZVPD, OMol25).

Values from the calculation:
HOMO energy	-13.30	eV
max |F|	4.2	eV/A
charge	+1

Last column: natural (NBO) charge in e.
Element x y z (Å)
C (-1.28470, 0.32565, -2.38990)  -0.266
C (-0.33443, -0.69185, -2.65688)  -0.043
C (-1.21439, 0.89884, -1.05344)  0.041
C (0.68150, -1.00871, -1.81766)  -0.254
C (-0.25139, 0.51243, -0.05850)  -0.417
C (0.90493, -0.40048, -0.52400)  0.215
C (2.30965, -0.33310, -0.10728)  0.030
C (-1.26902, -0.10351, 1.12516)  -0.086
C (-2.32596, 0.94059, 1.42986)  -0.645
C (-1.92446, -1.47107, 0.79434)  -0.652
C (3.96104, 0.65832, 1.30420)  -0.456
N (2.61283, 0.20185, 0.96161)  -0.300
H (-1.93498, 0.75416, -3.17536)  0.264
H (-0.32018, -1.23539, -3.62345)  0.249
H (-2.03520, 1.66057, -0.80810)  0.260
H (1.37883, -1.73020, -2.18909)  0.240
H (0.13483, 1.22846, 0.69133)  0.334
H (2.97698, -0.64658, -0.82468)  0.174
H (-3.22920, 0.83813, 0.68261)  0.214
H (-1.98902, 1.99125, 1.45201)  0.231
H (-2.71636, 0.58230, 2.39103)  0.251
H (-2.37938, -1.42625, -0.19996)  0.223
H (-2.82134, -1.51623, 1.42936)  0.240
H (-1.29234, -2.39097, 1.11897)  0.247
H (4.16938, 1.15127, 2.22104)  0.230
H (4.65876, -0.12483, 1.19636)  0.211
H (4.12321, 1.51774, 0.64403)  0.225
H (-0.58957, -0.18239, 1.98638)  0.238

# C14H32BiN6O6S

A structure of composition C14H32BiN6O6S at a distorted geometry (ωB97M-V/def2-TZVPD, OMol25).

Values from the calculation:
HOMO energy (spin up / spin down)	-10.69 / -10.69	eV
max |F|	4.0	eV/A
charge	+1

Last column: natural (NBO) charge in e.
Element x y z (Å)
O (0.19725, -1.08393, -4.65060)  -1.228
H (-0.54710, -1.40606, -5.18590)  0.491
Bi (0.06713, 0.12879, -2.79551)  1.753
N (1.82758, -1.58085, -1.98434)  0.027
N (-0.62091, -1.92013, -1.42260)  0.066
N (0.64591, 2.42291, -2.03263)  -0.195
N (-1.29718, 1.16869, -0.76671)  -0.118
O (3.04436, -1.31461, -2.12760)  -0.213
O (1.84157, 3.03501, -2.43003)  -0.549
O (-2.06635, 0.44638, 0.07948)  -0.541
O (-1.63261, -2.01507, -0.63837)  -0.319
C (0.03816, -3.06214, -1.77618)  0.143
C (1.36437, -2.85410, -2.23245)  0.275
C (0.02025, 3.10479, -1.09073)  0.252
C (-1.07228, 2.42779, -0.40074)  0.170
C (2.16528, -3.77568, -3.06068)  -0.703
H (2.14938, -3.44183, -4.11321)  0.288
H (1.76223, -4.79199, -3.01904)  0.242
H (3.20749, -3.77987, -2.71872)  0.267
C (-0.63947, -4.38190, -1.71580)  -0.671
H (-1.60319, -4.33768, -2.24500)  0.257
H (-0.83564, -4.66253, -0.67068)  0.265
H (-0.02042, -5.15886, -2.17765)  0.243
C (0.49898, 4.45228, -0.70801)  -0.690
C (-1.82515, 3.11161, 0.68918)  -0.686
H (1.15396, 4.84812, -1.48918)  0.267
H (1.07453, 4.40813, 0.22898)  0.248
H (-0.34267, 5.13441, -0.54318)  0.244
H (-2.37559, 2.38117, 1.29090)  0.263
H (-2.54593, 3.82826, 0.26630)  0.251
H (-1.14844, 3.68180, 1.33791)  0.229
H (2.24972, 2.38629, -3.03465)  0.499
H (-1.89709, -0.52784, -0.21104)  0.494
C (-2.12385, 0.16729, -3.87297)  -1.026
H (-2.12066, -0.04368, -4.94353)  0.213
H (-2.47809, 1.18659, -3.66685)  0.212
H (-2.76495, -0.52465, -3.30857)  0.214
O (1.53534, 0.94990, -4.44687)  -1.017
H (1.19716, 0.10235, -4.93179)  0.546
H (1.36711, 1.70673, -5.03717)  0.509
C (0.93249, 2.15701, 5.19490)  -0.620
C (0.00229, 1.60522, 4.12662)  -0.224
N (0.79777, 1.05650, 3.00882)  -0.587
C (0.54401, -0.08971, 2.34962)  0.343
S (1.30052, -0.40759, 0.87089)  -0.338
N (-0.32732, -0.96414, 2.96987)  -0.649
C (0.10913, -1.57998, 4.24492)  -0.215
C (-1.08390, -2.16788, 4.97218)  -0.616
H (1.70839, 1.42571, 5.45049)  0.218
H (0.36546, 2.39359, 6.10026)  0.228
H (1.41982, 3.07292, 4.84282)  0.212
H (-0.64251, 0.80682, 4.51027)  0.221
H (-0.65568, 2.40073, 3.73673)  0.196
H (1.39729, 1.70308, 2.49819)  0.413
H (-0.63313, -1.68106, 2.30715)  0.395
H (0.84343, -2.37016, 4.02278)  0.197
H (0.60527, -0.81777, 4.85571)  0.201
H (-1.49606, -3.02075, 4.42541)  0.210
H (-0.76486, -2.51677, 5.95740)  0.226
H (-1.87266, -1.42170, 5.11124)  0.215

# C13H5Cl2CrNO9

A structure of composition C13H5Cl2CrNO9 at a distorted geometry (ωB97M-V/def2-TZVPD, OMol25).

Values from the calculation:
expectation value of S²	3.781
HOMO energy (spin up / spin down)	-5.83 / -5.94	eV
max |F|	3.1	eV/A
charge	-1
multiplicity	4

Last column: Löwdin spin population.
Element x y z (Å)
Cr (0.41773, -0.32565, -0.90582)  2.866
O (0.17823, -0.32715, 5.96708)  0.001
C (-0.56457, -1.04845, 5.30678)  0.001
O (-1.39517, -1.89635, 5.59508)  0.001
C (-0.36057, -0.82995, 3.74458)  0.013
C (0.27563, 0.32065, 3.29628)  -0.002
C (0.51183, 0.47765, 1.94648)  0.009
N (0.15603, -0.43305, 1.03878)  -0.013
C (-0.50627, -1.52095, 1.46858)  0.010
C (-0.75127, -1.77585, 2.80778)  -0.002
C (-0.98477, -2.40095, 0.32818)  0.004
O (-1.50517, -3.47965, 0.53628)  0.010
O (-0.76197, -1.86525, -0.81132)  0.008
H (0.58933, 1.06535, 4.01208)  0.000
H (0.99063, 1.37175, 1.56718)  0.000
H (-1.23797, -2.69155, 3.10388)  0.000
O (-2.38557, 3.11075, -5.07842)  0.007
C (-1.76627, 2.46525, -4.25962)  0.001
C (-1.84747, 2.63675, -2.75182)  -0.002
O (-2.41497, 3.53355, -2.15472)  0.001
C (-1.05007, 1.53465, -2.21062)  -0.005
C (-0.39107, 0.82995, -3.24872)  0.004
O (0.43943, -0.07315, -2.90222)  0.023
C (-0.77307, 1.36005, -4.56042)  0.002
O (-0.38727, 1.01825, -5.66552)  0.010
O (-0.78907, 1.16835, -1.01312)  0.014
Cl (2.29053, -1.80775, -1.06702)  0.013
C (3.45393, -0.45255, -1.03522)  0.006
Cl (2.45523, 1.01765, -0.96492)  0.017
H (4.04393, -0.45555, -1.94942)  0.000
H (4.07013, -0.52685, -0.14022)  0.000

no.,E_tot (hartree)
1,-3660.4060
2,-483.1168
3,-1944.8739
4,-3195.3231